The following is a quantum chemistry calculation of a 4-piece molecular cluster, C12H18FO9 overall in a non-equilibrium geometry, from the Open Molecules 2025 dataset.

Each line ends with the Löwdin charge.
Geometry (Å):
H: 1.936 -0.648 -0.424  0.108
O: -4.026 -3.220 1.842  0.127
H: -2.624 -2.021 -2.439  0.016
H: 0.436 -1.750 -0.295  0.148
H: -2.125 0.417 0.840  0.152
C: -2.508 -1.247 -0.543  -0.329
C: -3.708 -2.278 1.162  -0.572
H: 2.213 -0.532 -2.513  0.167
H: -3.829 0.539 0.030  0.120
H: -1.410 -0.952 -0.318  0.116
H: -4.359 -1.587 -1.909  0.131
C: -3.198 -1.328 -1.925  -0.034
H: 0.099 2.778 2.179  0.177
C: 0.180 -1.202 -2.978  -0.043
C: 1.706 4.210 1.381  -0.041
H: 1.311 1.076 1.416  0.132
H: -3.064 -0.426 -2.619  0.102
C: 1.455 -1.546 -0.795  -0.056
F: -0.211 0.911 -0.317  -0.625
H: 2.701 2.023 1.190  0.065
H: 0.317 -0.915 -4.056  0.115
O: -2.777 -2.423 0.165  0.034
O: 1.569 3.357 3.694  0.090
C: 2.452 -3.346 -1.727  -0.629
H: 1.365 3.910 0.395  0.082
C: 2.463 2.475 4.092  -0.577
C: 1.205 3.107 2.325  -0.275
H: 2.821 4.335 1.452  0.111
O: 1.994 -2.635 -2.786  0.066
C: -3.143 -0.195 0.505  -0.091
H: -0.516 -1.918 -2.624  0.069
C: 2.049 1.830 1.923  -0.129
O: 2.897 2.385 5.192  0.146
H: -0.267 -0.312 -2.674  0.049
O: 2.287 -2.716 -0.627  0.095
O: -3.907 -1.002 1.402  0.065
O: 2.807 1.575 3.091  0.051
C: 1.482 -1.368 -2.328  -0.319
O: 2.824 -4.480 -1.898  0.118
H: 1.116 5.113 1.504  0.068

Values from the calculation:
Strongest force on any atom in eV Å⁻¹: 4.42
Charge: -1
Spin multiplicity: 1
Highest occupied orbital energy in Eh: -0.2367
Relative energy (zero: lowest compared OMol25 entry of this formula, charge and spin) in kJ/mol: 0.00
Gap between HOMO and LUMO in eV: 9.334



The following is a quantum chemistry calculation of an isolated ion of composition C12H18N3O7 and charge -1 in a non-equilibrium geometry, from the Open Molecules 2025 dataset.

Each line ends with the Löwdin charge.
Geometry (Å):
C: 1.039 -0.933 2.511  -0.072
H: -4.083 -2.425 3.392  0.079
C: 0.409 -0.103 1.348  -0.099
H: 1.963 0.907 -1.620  0.098
N: -0.352 -0.138 -1.693  0.117
C: 2.683 2.916 -1.536  -0.047
N: 1.709 1.851 -1.868  0.046
H: 2.852 2.877 -0.447  0.075
H: 0.834 0.558 -4.806  0.120
H: 2.250 3.892 -1.806  0.081
C: -0.185 0.705 -2.871  -0.181
H: -0.161 -0.805 -4.361  0.117
H: 0.752 -0.744 5.655  0.121
N: -2.026 -0.625 1.526  0.113
C: -1.156 0.068 -0.683  -0.442
H: 0.809 -1.987 2.316  0.129
H: 1.211 -0.059 0.593  0.105
C: -3.868 -1.563 2.771  -0.002
C: -2.504 -1.696 2.182  -0.568
H: 3.641 2.813 -2.031  0.072
O: -1.904 -2.747 2.237  0.042
O: -0.354 0.275 4.159  0.067
H: -1.157 0.992 -3.221  0.137
O: 0.272 3.064 -3.154  0.018
H: -2.568 0.217 1.469  0.135
C: -0.857 -0.676 0.628  -0.179
H: -3.907 -0.675 3.408  0.083
H: 2.122 -0.859 2.455  0.121
O: 2.647 -1.197 -4.464  -0.055
C: 0.617 1.992 -2.631  -0.450
O: -2.151 0.813 -0.765  0.028
C: 0.581 -0.103 -3.974  -0.050
H: -4.608 -1.437 1.997  0.080
H: 0.205 0.933 1.650  0.126
O: 1.989 -1.095 -2.344  -0.085
H: 0.449 -0.737 -1.553  0.088
H: -0.716 -1.709 0.336  0.150
C: 1.838 -0.860 -3.563  -0.713
C: 0.525 -0.539 3.877  -0.501
O: 1.164 -1.160 4.881  0.096

Values from the calculation:
Strongest force on any atom in eV Å⁻¹: 3.16
Charge: -1
Spin multiplicity: 1
SMILES string: CNC(=O)[C@@H](CC(=O)[O-])NC(=O)[C@@H](CCC(=O)O)NC(C)=O
Highest occupied orbital energy in Eh: -0.1964
Relative energy (zero: lowest compared OMol25 entry of this formula, charge and spin) in kJ/mol: 0.00
Gap between HOMO and LUMO in eV: 7.831



The following is a quantum chemistry calculation of C12H18N6NdO6Se2 as an isolated structure in a non-equilibrium geometry, from the Open Molecules 2025 dataset.

Each line ends with the Löwdin charge.
Geometry (Å):
H: 1.893 4.053 -0.585  0.126
O: -2.019 -1.554 -0.799  -0.555
H: 4.783 -0.594 -0.171  0.114
H: 5.101 3.773 0.160  0.137
C: 1.613 1.943 -0.720  -0.263
N: 0.589 -1.392 2.073  -0.414
H: -1.517 -2.952 1.252  0.107
H: -0.371 2.116 -0.183  0.076
Se: 2.220 -0.961 2.528  1.218
H: 0.327 -6.508 2.827  0.117
H: 1.171 2.040 -1.727  0.166
H: 0.688 2.540 1.023  0.107
O: -1.469 0.826 -1.471  -0.533
O: -4.143 0.175 -1.138  -0.331
C: 2.416 0.600 -0.756  -0.586
N: 5.400 0.816 2.637  0.210
Nd: -0.352 -0.498 0.149  1.704
N: 2.646 -2.585 2.973  -0.209
H: -1.490 -5.417 1.627  0.122
N: 0.520 1.857 0.279  -0.025
O: 1.849 -0.423 -0.230  -0.273
C: -0.669 -3.459 1.743  -0.016
Se: -2.675 -0.024 -0.712  0.809
C: 3.164 3.179 0.940  -0.151
C: 1.607 -3.390 2.744  -0.353
C: 5.214 0.694 1.317  -0.463
N: 5.116 1.747 0.516  0.095
C: -0.664 -4.811 1.965  -0.028
H: 2.901 4.103 1.457  0.122
H: 2.794 2.342 1.543  0.103
H: 4.856 1.509 -0.446  0.127
O: 3.543 0.581 -1.239  0.013
C: 2.512 3.164 -0.458  -0.127
C: 0.459 -2.724 2.177  -0.353
H: 2.363 -5.262 3.488  0.122
H: 5.286 -1.355 1.319  0.124
N: 5.150 -0.519 0.776  0.211
C: 0.407 -5.452 2.632  -0.042
H: 5.638 1.712 3.030  0.119
C: 4.696 3.079 0.898  -0.147
H: 5.107 3.347 1.871  0.115
C: 1.534 -4.776 3.002  0.003
O: -2.233 0.332 0.869  -0.547
H: 3.281 3.204 -1.229  0.121
H: 5.630 0.004 3.186  0.127

Values from the calculation:
Strongest force on any atom in eV Å⁻¹: 3.74
Charge: +1
Spin multiplicity: 4
Highest occupied orbital energy (alpha / beta) in Eh: -0.4541 / -0.4544
Relative energy (zero: lowest compared OMol25 entry of this formula, charge and spin) in kJ/mol: 48.80
Gap between HOMO and LUMO (alpha / beta) in eV: 7.895 / 7.910



The following is a quantum chemistry calculation of a 2-piece molecular cluster, C12H18NO2 overall in a non-equilibrium geometry, from the Open Molecules 2025 dataset.

Each line ends with the Löwdin charge.
Geometry (Å):
H: -0.359 -3.711 0.066  0.082
H: -2.367 -0.461 -0.974  0.033
C: -1.871 2.151 -0.931  -0.126
H: 3.265 -0.119 2.345  0.102
H: 1.414 0.475 -2.085  0.108
H: 4.784 0.048 0.276  0.123
C: -1.148 -1.875 0.062  -0.323
C: 2.911 0.094 1.370  -0.086
H: 1.071 0.071 2.265  0.112
H: -0.108 -2.943 -1.504  0.080
H: -1.833 3.050 -1.750  0.201
N: -1.101 1.375 1.067  0.129
C: -2.310 -1.521 -0.866  -0.006
H: 3.668 0.296 -1.921  0.098
O: -1.405 -1.728 1.396  0.029
C: -1.371 2.623 0.411  -0.132
H: -3.327 -1.933 -0.612  0.121
C: 1.000 0.377 0.015  -0.205
H: -0.565 1.402 1.931  0.174
O: -1.038 1.025 -1.217  -0.079
C: 1.822 0.447 -1.122  -0.023
H: -0.563 -2.110 1.777  0.142
C: 3.162 0.380 -1.022  -0.052
H: -0.431 3.163 0.424  0.146
H: -2.004 -1.831 -1.845  0.083
C: 3.704 0.291 0.271  -0.062
C: 1.529 0.112 1.282  -0.054
H: -2.874 1.672 -0.678  0.145
H: 0.936 -2.604 -0.111  0.116
H: -2.186 3.245 0.993  0.186
C: -0.380 0.637 -0.067  -0.247
H: -1.911 0.743 1.212  0.185
C: -0.115 -2.839 -0.458  0.004

Values from the calculation:
Strongest force on any atom in eV Å⁻¹: 3.97
Charge: +1
Spin multiplicity: 1
Highest occupied orbital energy (alpha / beta) in Eh: -0.3856 / -0.3706
Relative energy (zero: lowest compared OMol25 entry of this formula, charge and spin) in kJ/mol: 476.74
Gap between HOMO and LUMO (alpha / beta) in eV: 7.683 / 6.361



The following is a quantum chemistry calculation of a 2-piece molecular cluster, C12H18NO6P overall in a non-equilibrium geometry, from the Open Molecules 2025 dataset.

Each line ends with the Löwdin charge.
Geometry (Å):
O: -3.249 0.767 -1.684  0.095
O: -1.861 -2.871 -4.136  0.131
H: -1.210 0.733 4.574  0.085
H: 0.177 1.406 5.447  0.089
H: -2.380 1.959 2.057  0.091
O: 1.355 2.969 1.816  -0.265
H: -3.098 -1.559 -0.135  0.114
C: -2.223 -2.554 -1.785  0.007
H: 0.626 -3.015 -1.655  0.083
C: -0.673 -1.033 -3.107  -0.216
H: 2.857 -0.814 -1.369  0.077
C: 1.516 -2.810 -2.262  -0.005
H: -2.298 -3.567 -1.404  0.121
H: 2.977 4.037 2.401  0.092
C: -2.438 -0.121 -1.747  -0.384
O: 1.573 0.537 2.000  -0.269
N: 0.599 -1.062 -3.753  0.125
C: -2.644 -1.491 -1.118  0.010
H: 3.373 -0.338 -2.986  0.094
O: 0.017 2.007 3.504  -0.281
H: 2.037 0.532 -2.125  0.077
C: 2.312 3.283 2.822  -0.111
O: -0.826 0.571 1.786  -0.236
C: -2.057 1.190 1.349  -0.101
C: 1.473 -1.407 -2.869  -0.336
H: 1.652 -3.575 -3.027  0.093
H: 2.364 -2.880 -1.574  0.073
C: -0.155 0.997 4.493  -0.100
H: -2.823 0.422 1.290  0.081
H: 2.898 2.410 3.104  0.088
C: -1.605 -2.252 -3.139  -0.331
C: -1.097 0.025 -2.422  0.058
H: 1.820 3.703 3.698  0.086
H: 0.429 0.104 4.267  0.087
H: -1.919 1.631 0.364  0.073
P: 0.501 1.574 2.009  0.587
C: 2.502 -0.432 -2.330  -0.007
H: -0.498 0.926 -2.352  0.124

Values from the calculation:
Strongest force on any atom in eV Å⁻¹: 6.89
Charge: 0
Spin multiplicity: 1
SMILES string: CC(C)=NC1=CC(=O)C=CC1=O.COP(=O)(OC)OC
Highest occupied orbital energy in Eh: -0.3148
Relative energy (zero: lowest compared OMol25 entry of this formula, charge and spin) in kJ/mol: 341.62
Gap between HOMO and LUMO in eV: 7.342



The following is a quantum chemistry calculation of an isolated ion of composition C12H18NOS and charge +1 in a non-equilibrium geometry, from the Open Molecules 2025 dataset.

Each line ends with the Löwdin charge.
Geometry (Å):
O: -3.485 -0.257 -1.047  0.056
H: 4.694 1.030 -1.627  0.004
H: -3.724 -1.199 1.379  0.078
H: 6.185 0.546 -0.957  0.040
H: -0.917 -2.216 -0.695  0.050
C: 2.717 -0.204 0.053  -0.488
C: -1.137 2.473 1.288  -0.015
H: 2.402 -1.933 1.229  0.092
H: -2.869 1.602 0.840  0.157
C: 0.553 -0.916 0.906  -0.006
C: 1.935 -1.098 0.812  -0.068
N: -1.910 1.460 0.716  0.111
H: -2.451 -2.305 -1.802  0.147
C: 0.729 0.791 -0.879  -0.039
C: -2.924 -1.602 0.872  0.028
H: -3.235 -2.503 0.462  0.081
H: -1.111 -1.097 -1.822  0.078
H: -0.385 2.846 0.567  0.114
C: -2.415 -0.739 -0.311  -0.526
C: -1.507 0.324 0.228  -0.022
H: 0.249 1.486 -1.540  0.128
H: -0.561 2.067 2.126  0.123
C: 2.076 0.726 -0.797  -0.074
C: -1.660 -1.751 -1.200  0.020
C: -0.014 0.026 0.058  -0.188
H: -1.778 3.276 1.604  0.107
H: 2.523 1.300 -1.649  0.134
H: -2.196 -2.068 1.457  0.076
H: -4.345 -0.568 -0.906  0.092
C: 5.191 0.857 -0.729  -0.373
H: 5.052 1.716 -0.137  0.037
H: -0.129 -1.511 1.450  0.104
S: 4.449 -0.558 0.051  0.942

Values from the calculation:
Strongest force on any atom in eV Å⁻¹: 4.26
Charge: +1
Spin multiplicity: 1
Highest occupied orbital energy in Eh: -0.4101
Relative energy (zero: lowest compared OMol25 entry of this formula, charge and spin) in kJ/mol: 229.92
Gap between HOMO and LUMO in eV: 7.107



The following is a quantum chemistry calculation of one molecule with the formula C12H18O2 in a non-equilibrium geometry, from the Open Molecules 2025 dataset.

Each line ends with the Löwdin charge.
Geometry (Å):
H: -2.235 1.329 -0.454  0.145
C: 0.995 -2.518 -0.820  0.074
C: 0.096 -1.539 -0.465  -0.271
H: -1.585 -2.322 -1.419  0.129
C: -1.803 0.687 0.358  -0.268
H: 2.617 -0.707 -1.232  0.092
O: -0.227 2.573 -1.317  0.008
H: -3.114 -0.806 -0.496  0.075
H: -2.328 2.049 2.001  0.066
C: -1.217 -1.367 -1.019  -0.192
O: 2.328 0.437 1.909  0.005
C: -0.248 0.833 0.374  -0.185
H: 3.633 0.682 -0.555  0.159
H: 1.972 -2.781 -0.401  0.071
C: 2.590 0.149 -0.570  -0.143
H: 1.916 1.275 1.887  0.060
H: 0.133 -0.918 1.635  0.166
H: -2.062 0.453 2.377  0.048
H: -1.111 -0.620 -1.917  0.174
H: 2.043 1.775 -1.853  0.063
C: 1.711 1.185 -1.128  -0.038
C: 0.442 1.469 -0.750  -0.260
C: 2.056 -0.345 0.773  -0.321
C: -2.471 1.069 1.664  -0.060
C: 0.456 -0.547 0.631  -0.140
H: -2.315 -1.549 0.757  0.133
C: -2.198 -0.818 -0.058  -0.150
H: 0.248 3.104 -2.006  0.125
H: 0.013 1.459 1.294  0.163
H: 0.684 -3.053 -1.653  0.037
H: -3.517 0.742 1.579  0.094
H: 2.500 -1.381 0.874  0.140

Values from the calculation:
Strongest force on any atom in eV Å⁻¹: 4.79
Charge: 0
Spin multiplicity: 1
SMILES string: C=C1CC[C@@H](C)[C@@H]2C(O)=CC[C@@H](O)[C@H]12
Highest occupied orbital energy in Eh: -0.3080
Relative energy (zero: lowest compared OMol25 entry of this formula, charge and spin) in kJ/mol: 203.23
Gap between HOMO and LUMO in eV: 9.083



The following is a quantum chemistry calculation of one molecule with the formula C12H18O5 in a non-equilibrium geometry, from the Open Molecules 2025 dataset.

Each line ends with the Löwdin charge.
Geometry (Å):
H: -1.539 -1.584 0.780  0.136
H: 0.803 -0.029 -1.700  0.101
H: 3.098 -2.032 1.450  0.091
C: -3.054 -0.684 -1.974  -0.080
O: 2.524 3.511 1.979  0.032
H: -2.533 0.305 -2.325  0.088
H: 1.654 -0.751 1.484  0.085
C: 2.031 1.592 -0.450  -0.135
H: 0.829 -2.248 -1.866  0.077
H: -4.274 0.819 0.725  0.115
C: 1.341 2.894 1.845  -0.165
H: 2.015 -3.385 -0.867  0.083
H: -3.868 -1.791 -0.141  0.146
H: -2.444 -1.649 -2.313  0.093
C: -0.517 1.312 0.834  -0.017
H: 2.538 0.379 -2.312  0.124
O: -1.200 0.389 -0.082  -0.112
C: 2.718 -1.004 1.016  -0.117
C: -2.087 -0.552 0.616  -0.113
C: -0.987 2.091 2.196  -0.165
H: -4.075 -0.746 -2.588  0.097
C: 1.886 0.214 -1.326  -0.176
H: 3.078 1.621 0.091  0.119
C: 1.419 -2.370 -0.863  -0.116
O: -4.456 0.304 -0.131  -0.104
O: 0.098 2.995 2.634  0.018
H: 0.658 -2.380 0.043  0.069
C: 0.869 1.830 0.679  0.001
C: 2.506 -1.131 -0.605  -0.368
H: 3.502 -0.154 1.303  0.089
C: -3.427 -0.726 -0.371  -0.329
H: -2.509 -0.178 1.641  0.134
H: 3.508 -1.487 -1.147  0.137
O: -2.118 2.079 2.907  0.021
H: 2.013 2.546 -1.162  0.141

Values from the calculation:
Strongest force on any atom in eV Å⁻¹: 9.63
Charge: 0
Spin multiplicity: 1
SMILES string: CC(C)CCC1=C(OC[C@H](C)O)C(=O)OC1=O
Highest occupied orbital energy in Eh: -0.3699
Relative energy (zero: lowest compared OMol25 entry of this formula, charge and spin) in kJ/mol: 818.95
Gap between HOMO and LUMO in eV: 8.331